1.
{
  "formula": "C5H9NO",
  "method": "ωB97M-V with the def2-TZVPD basis set",
  "max_force_ev_per_a": 0.540,
  "spin_multiplicity": 1,
  "e_lumo_ev": [-1.05, -1.05],
  "de_lowest_kcal_mol": 135.4,
  "orbital_gap_ev": [7.90, 7.91],
  "molar_mass_g_mol": 99.13,
  "species": ["C", "C", "N", "C", "O", "C", "C", "H", "H", "H", "H", "H", "H", "H", "H", "H"],
  "positions_angstrom": [[1.2606, -1.3452, 0.0796], [0.3172, -0.4565, 0.8703], [0.7947, 0.9504, 1.0430], [-0.4376, 1.4684, 0.9728], [-1.0792, 2.4350, 1.2564], [-1.0003, 0.0309, 0.2417], [-1.0579, 0.1633, -1.1683], [1.4938, -0.9296, -0.9061], [0.8332, -2.3458, -0.0522], [2.2049, -1.4411, 0.6242], [0.1373, -0.9135, 1.8513], [0.7206, 1.2358, -0.7310], [-1.9534, -0.1461, 0.7450], [-1.8566, 0.7595, -1.6062], [-0.5917, -0.5576, -1.8400], [0.2144, 1.0922, -1.3806]],
  "forces_ev_per_a": [[0.01, 0.01, -0.04], [0.05, -0.24, -0.05], [-0.20, 0.13, 0.09], [-0.06, 0.53, 0.06], [0.29, -0.42, -0.15], [-0.06, -0.16, -0.17], [-0.01, -0.06, 0.14], [-0.04, -0.05, 0.14], [0.07, 0.13, 0.02], [-0.14, 0.00, -0.08], [0.02, 0.07, -0.12], [-0.04, -0.10, 0.23], [0.13, 0.03, -0.08], [0.13, -0.04, 0.06], [-0.05, 0.15, 0.16], [-0.09, 0.01, -0.20]]
}


2.
{
  "formula": "C5H9NO",
  "method": "ωB97M-V with the def2-TZVPD basis set",
  "max_force_ev_per_a": 1.329,
  "spin_multiplicity": 1,
  "e_lumo_ev": 0.83,
  "de_lowest_kcal_mol": 47.2,
  "orbital_gap_ev": 11.38,
  "molar_mass_g_mol": 99.13,
  "species": ["C", "C", "C", "C", "O", "C", "N", "H", "H", "H", "H", "H", "H", "H", "H", "H"],
  "positions_angstrom": [[0.7802, 1.2037, 0.5842], [0.1570, 0.0374, -0.1832], [1.2181, -0.9235, -0.7164], [-0.9205, -0.6952, 0.6673], [-2.0835, 0.0625, 0.8681], [-1.6935, 0.9750, -1.5962], [-0.6292, 0.5872, -1.2704], [1.3643, 1.8409, -0.0870], [1.4486, 0.8256, 1.3651], [-0.0081, 1.8006, 1.0505], [1.7575, -1.3912, 0.1144], [0.7695, -1.7144, -1.3254], [1.9483, -0.3871, -1.3312], [-1.1349, -1.6665, 0.1918], [-0.4961, -0.8790, 1.6617], [-2.4777, 0.3241, 0.0065]],
  "forces_ev_per_a": [[0.01, 0.05, 0.06], [0.03, -0.02, 0.09], [-0.01, -0.03, 0.00], [0.17, -0.14, 0.05], [-0.12, -0.03, 0.07], [1.22, -0.07, -0.52], [-1.08, 0.37, -0.31], [-0.10, -0.10, 0.08], [-0.13, 0.00, -0.11], [0.12, -0.04, -0.07], [-0.13, 0.10, -0.07], [0.02, 0.13, 0.09], [-0.14, -0.05, 0.10], [-0.02, 0.20, 0.06], [-0.07, 0.00, -0.18], [0.23, -0.35, 0.66]]
}


3.
{
  "formula": "C5H9NO",
  "method": "ωB97M-V with the def2-TZVPD basis set",
  "max_force_ev_per_a": 6.037,
  "spin_multiplicity": 1,
  "e_lumo_ev": [0.78, 0.78],
  "de_lowest_kcal_mol": 141.0,
  "orbital_gap_ev": [7.61, 7.60],
  "molar_mass_g_mol": 99.13,
  "species": ["C", "C", "C", "C", "C", "N", "O", "H", "H", "H", "H", "H", "H", "H", "H", "H"],
  "positions_angstrom": [[-0.6690, -0.5669, -0.1096], [0.0271, 1.6342, 2.1589], [0.2221, -1.8389, -1.9856], [-0.9951, 1.0915, 1.1825], [0.4799, -0.0913, -0.6692], [1.4858, 0.5943, -0.7520], [-2.1300, 1.4883, 1.1319], [2.1620, 0.3636, -1.4803], [-0.5708, -1.3764, 0.6007], [-1.5961, -0.4013, -0.6421], [0.4538, 0.8042, 2.7275], [-0.4315, 2.3555, 2.8442], [0.8321, 2.1244, 1.6077], [1.1663, -2.3462, -1.7978], [-0.6210, -2.5162, -1.8764], [0.1843, -1.3189, -2.9405]],
  "forces_ev_per_a": [[-1.68, 4.02, 4.18], [0.14, -0.06, -0.17], [1.15, 1.53, 0.22], [-1.47, -1.46, -0.49], [1.46, -3.63, -3.58], [-0.32, 0.33, 0.35], [0.90, -0.07, -0.09], [-0.29, -0.02, 0.13], [-0.03, -0.13, -0.30], [0.11, -0.36, -0.05], [0.05, 0.06, -0.10], [-0.08, -0.16, -0.19], [0.03, -0.14, 0.01], [0.02, -0.01, -0.20], [-0.13, 0.27, 0.37], [0.15, -0.17, -0.09]]
}


4.
{
  "formula": "C5H9NO",
  "method": "ωB97M-V with the def2-TZVPD basis set",
  "max_force_ev_per_a": 0.675,
  "spin_multiplicity": 1,
  "e_lumo_ev": 1.05,
  "smiles": "C[C@H]1CC/C1=N\\O",
  "de_lowest_kcal_mol": 74.1,
  "orbital_gap_ev": 10.53,
  "molar_mass_g_mol": 99.13,
  "species": ["C", "C", "C", "C", "O", "C", "N", "H", "H", "H", "H", "H", "H", "H", "H", "H"],
  "positions_angstrom": [[-1.9861, -0.2525, 0.2875], [-0.8255, -0.1161, -0.7033], [-0.1278, 1.2699, -0.5616], [0.9011, 0.6481, 0.3963], [2.4335, -1.3459, 0.3616], [0.5028, -0.6738, -0.1888], [1.2360, -1.7057, -0.3058], [-2.7493, 0.5037, 0.0663], [-1.6492, -0.0853, 1.3171], [-2.4581, -1.2381, 0.2422], [-1.1508, -0.3891, -1.7125], [0.3674, 1.5458, -1.4972], [-0.7211, 2.1066, -0.1890], [0.6193, 0.6682, 1.4536], [1.9482, 0.9354, 0.3040], [3.0379, -2.0880, 0.2899]],
  "forces_ev_per_a": [[-0.02, -0.04, 0.05], [-0.04, -0.10, -0.09], [-0.12, 0.28, -0.08], [0.12, 0.16, 0.16], [0.44, -0.33, 0.20], [0.28, -0.16, 0.11], [-0.39, 0.55, -0.01], [0.12, -0.16, -0.02], [-0.04, -0.03, -0.16], [0.12, 0.09, -0.01], [0.18, -0.09, 0.17], [-0.14, 0.06, 0.13], [-0.09, -0.11, -0.10], [-0.02, 0.26, -0.10], [-0.17, -0.03, -0.02], [-0.24, -0.36, -0.23]]
}


5.
{
  "formula": "C5H9NO",
  "method": "ωB97M-V with the def2-TZVPD basis set",
  "max_force_ev_per_a": 4.519,
  "spin_multiplicity": 1,
  "e_lumo_ev": 0.21,
  "smiles": "[H]/N=C(/C)OCC=C",
  "de_lowest_kcal_mol": 96.2,
  "orbital_gap_ev": 9.59,
  "molar_mass_g_mol": 99.13,
  "species": ["C", "C", "C", "C", "C", "O", "N", "H", "H", "H", "H", "H", "H", "H", "H", "H"],
  "positions_angstrom": [[-1.0072, 1.2792, -0.1984], [0.0393, -2.0224, 0.0302], [-0.3329, -0.7562, 0.7201], [0.5757, 1.1814, -0.0909], [1.2953, 0.8301, -1.1772], [-1.4665, -0.0035, -0.3187], [-0.4041, -0.5930, 1.9625], [-0.7272, 0.3161, 2.2832], [-1.3137, 1.9343, -1.0274], [-1.2795, 1.7291, 0.7779], [1.0476, 1.8111, 0.6601], [1.1037, -2.2163, 0.1881], [-0.5478, -2.8411, 0.4490], [-0.1801, -1.9453, -1.0332], [0.8697, 0.1588, -1.9169], [2.3277, 1.1375, -1.3084]],
  "forces_ev_per_a": [[2.28, 0.47, 1.25], [0.56, 0.24, -0.31], [-4.42, -0.92, 0.08], [-0.45, 2.24, -2.36], [-0.29, -0.25, 0.98], [1.95, -1.97, 1.68], [1.32, 0.55, -1.33], [-0.52, -0.18, -0.06], [0.01, -0.26, 0.27], [-0.42, 0.20, -0.42], [0.00, -0.14, 0.07], [-0.14, -0.10, -0.05], [0.05, 0.12, 0.08], [0.12, -0.01, 0.12], [-0.13, 0.44, -0.27], [0.08, -0.44, 0.25]]
}


6.
{
  "formula": "C5H9NO",
  "method": "ωB97M-V with the def2-TZVPD basis set",
  "max_force_ev_per_a": 1.115,
  "spin_multiplicity": 1,
  "e_lumo_ev": 0.59,
  "smiles": "C[C@H](C#N)CCO",
  "de_lowest_kcal_mol": 31.2,
  "orbital_gap_ev": 11.40,
  "molar_mass_g_mol": 99.13,
  "species": ["C", "C", "C", "C", "O", "C", "N", "H", "H", "H", "H", "H", "H", "H", "H", "H"],
  "positions_angstrom": [[1.0760, 1.4007, 0.3395], [-0.2774, 0.6791, 0.3685], [-0.1000, -0.8503, 0.4775], [-0.0612, -1.5604, -0.9031], [0.0148, -0.6677, -2.0043], [-1.1675, 1.1913, 1.4212], [-1.9180, 1.5907, 2.2069], [1.5859, 1.1349, -0.5915], [1.7032, 1.0870, 1.1810], [0.9627, 2.4875, 0.3812], [-0.7835, 0.8980, -0.5772], [0.8309, -1.0474, 1.0217], [-0.9034, -1.2811, 1.0836], [-0.9413, -2.2070, -1.0012], [0.8201, -2.2067, -0.9585], [-0.8412, -0.6487, -2.4452]],
  "forces_ev_per_a": [[0.06, 0.04, -0.01], [-0.01, 0.02, -0.05], [0.01, -0.03, 0.07], [0.01, -0.28, 0.21], [-0.17, 0.02, -0.18], [-0.62, 0.33, 0.66], [0.79, -0.38, -0.69], [-0.04, 0.04, 0.15], [-0.14, 0.07, -0.09], [-0.02, -0.15, -0.05], [0.00, 0.01, 0.15], [-0.16, 0.04, -0.08], [0.08, 0.08, -0.14], [0.14, 0.10, -0.01], [-0.12, 0.07, 0.03], [0.18, 0.04, 0.03]]
}


7.
{
  "formula": "C5H9NO",
  "method": "ωB97M-V with the def2-TZVPD basis set",
  "max_force_ev_per_a": 0.566,
  "spin_multiplicity": 1,
  "e_lumo_ev": 0.99,
  "de_lowest_kcal_mol": 119.5,
  "orbital_gap_ev": 9.40,
  "molar_mass_g_mol": 99.13,
  "species": ["C", "C", "N", "O", "C", "C", "C", "H", "H", "H", "H", "H", "H", "H", "H", "H"],
  "positions_angstrom": [[-1.5335, 0.6587, -0.9419], [-0.3086, -0.1966, -1.0293], [0.2459, -0.6153, -2.0580], [-0.8191, -1.3827, 0.3353], [0.3713, -1.0284, 0.7153], [0.7078, -0.1039, 1.8003], [0.8581, 0.6275, 0.4545], [-2.3310, 0.1463, -1.4856], [-1.8505, 0.8090, 0.0873], [-1.3226, 1.6180, -1.4262], [1.0816, -1.1797, -2.0094], [1.2430, -1.5757, 0.3171], [-0.1339, 0.2341, 2.4009], [1.6219, -0.2757, 2.3659], [0.2987, 1.5555, 0.4065], [1.8708, 0.7090, 0.0673]],
  "forces_ev_per_a": [[0.01, 0.00, 0.04], [0.10, 0.25, -0.50], [-0.15, -0.01, 0.44], [0.00, -0.11, 0.10], [0.17, -0.19, 0.16], [-0.07, -0.11, 0.08], [0.11, 0.36, -0.13], [0.12, 0.06, 0.08], [0.05, -0.02, -0.14], [-0.01, -0.14, 0.07], [-0.02, 0.06, -0.01], [-0.16, 0.07, 0.05], [0.10, -0.05, -0.11], [-0.12, 0.02, -0.13], [0.05, -0.15, -0.01], [-0.18, -0.05, 0.03]]
}


8.
{
  "formula": "C5H9NO",
  "method": "ωB97M-V with the def2-TZVPD basis set",
  "max_force_ev_per_a": 0.274,
  "spin_multiplicity": 1,
  "e_lumo_ev": 1.12,
  "smiles": "C[C@H]1N[C@H]1[C@H]1CO1",
  "de_lowest_kcal_mol": 67.0,
  "orbital_gap_ev": 10.43,
  "molar_mass_g_mol": 99.13,
  "species": ["C", "C", "N", "C", "C", "C", "O", "H", "H", "H", "H", "H", "H", "H", "H", "H"],
  "positions_angstrom": [[1.4253, -0.6137, 1.2402], [-0.0398, -0.9782, 1.1306], [-1.1036, 0.0247, 1.2065], [-0.8210, -0.6109, -0.0751], [-0.1475, 0.1793, -1.1614], [-0.7589, 1.3679, -1.7569], [0.3053, 1.4828, -0.8187], [2.0316, -1.3050, 0.6405], [1.7667, -0.6899, 2.2782], [1.6156, 0.4032, 0.8807], [-0.3080, -1.9134, 1.6232], [-0.7002, 0.9622, 1.1948], [-1.5976, -1.2876, -0.4358], [0.5637, -0.3800, -1.7709], [-0.5002, 1.6536, -2.7756], [-1.7312, 1.7050, -1.4001]],
  "forces_ev_per_a": [[-0.03, 0.02, 0.01], [0.13, -0.23, -0.03], [-0.03, 0.23, 0.07], [0.00, -0.08, -0.20], [0.01, -0.21, -0.01], [-0.19, 0.08, -0.18], [0.12, 0.13, 0.10], [-0.09, 0.11, 0.12], [-0.07, 0.06, -0.15], [-0.03, -0.19, 0.08], [0.03, 0.17, -0.08], [0.02, -0.13, 0.02], [0.15, 0.12, 0.07], [-0.10, 0.04, 0.04], [-0.07, -0.05, 0.15], [0.13, -0.06, -0.01]]
}